1.
DFT (the ωB97M-V functional and the def2-TZVPD basis) results for C34H25N6O4RhS as an isolated structure.

Structure (ORCA input):
```
! RIJCOSX wB97M-V def2-TZVPD def2/J DEFGRID3
* xyz 0 1
Rh 0.53340 0.01260 -0.27843
O -0.37174 -0.09514 3.64257
C -0.13082 0.14551 2.40185
N -0.07119 -0.75368 1.46690
C 0.41294 -2.08221 1.66050
C 0.53385 -2.72208 2.88532
C 1.05601 -4.00937 2.91275
C 1.43658 -4.64888 1.74264
C 1.32514 -4.00875 0.51341
C 0.83387 -2.71518 0.47477
N 0.63564 -1.94186 -0.68777
C 0.02195 -2.41971 -1.77874
O -0.01278 -3.55704 -2.21850
C -0.89130 -1.35839 -2.36555
C -1.55412 -1.54836 -3.56497
C -2.47145 -0.59793 -3.97737
C -2.71604 0.50236 -3.16520
C -2.01571 0.62303 -1.97934
N -1.11787 -0.28405 -1.59187
C -0.23193 1.56453 1.94448
C -0.48909 2.57705 2.84739
C -0.51921 3.87951 2.37640
C -0.29582 4.12525 1.02950
C -0.01783 3.05958 0.19123
N 0.02898 1.81010 0.64404
H 0.26333 -2.20838 3.79757
H 1.16952 -4.50961 3.86523
H 1.83464 -5.65494 1.78171
H 1.61668 -4.49351 -0.40687
H -1.33713 -2.44475 -4.12898
H -2.99969 -0.71392 -4.91451
H -3.43954 1.25693 -3.43889
H -2.17342 1.45770 -1.30770
H -0.63006 2.31380 3.88699
H -0.70639 4.69913 3.05691
H -0.31509 5.12899 0.62988
H 0.20339 3.19789 -0.86014
C 6.62521 -3.59315 4.04135
C 5.60981 -2.59174 3.56252
C 4.89753 -2.80230 2.38690
C 3.97214 -1.87392 1.93296
C 3.76446 -0.71689 2.66313
C 4.45366 -0.48628 3.84680
C 5.37312 -1.42357 4.28513
S 2.54282 0.51069 2.21130
O 3.16855 1.82479 2.45208
O 0.82637 0.11935 4.53947
N 2.38380 0.21040 0.55821
C 3.30084 0.79115 -0.29349
C 4.61482 1.09098 0.02876
C 5.47709 1.66936 -0.91251
C 5.07224 1.95627 -2.18829
C 3.74691 1.66247 -2.56275
C 3.24547 1.90397 -3.86026
C 1.95182 1.59300 -4.15850
C 1.13764 1.04097 -3.15670
N 1.56201 0.80776 -1.93510
C 2.86496 1.09549 -1.61436
H 6.46485 -4.56796 3.58186
H 6.57883 -3.71325 5.12395
H 7.63785 -3.26957 3.79050
H 5.05980 -3.71008 1.81720
H 3.41622 -2.05024 1.02192
H 4.25792 0.41468 4.41285
H 5.91086 -1.25083 5.21022
H 4.98441 0.88190 1.02043
H 6.49282 1.88935 -0.60958
H 5.74356 2.40155 -2.91045
H 3.90337 2.33183 -4.60688
H 1.53750 1.75394 -5.14340
H 0.11038 0.79272 -3.38570
*
```

Values from the calculation:
* LUMO energy: -0.024 Ha
* orbital gap: 6.7 eV

In the Mulliken picture, each atom carries the following charge in e: -1.30, -0.46, 0.20, 0.22, 1.44, -0.91, -0.73, -0.73, -0.35, -0.68, 0.61, -0.07, -0.75, 0.62, -0.58, -0.42, -0.79, -0.17, 0.37, 0.97, -0.89, -0.60, -0.86, -0.44, 0.60, 0.52, 0.43, 0.42, 0.48, 0.52, 0.43, 0.43, 0.42, 0.62, 0.44, 0.44, 0.49, -1.59, 0.99, -0.96, -0.32, 0.38, -0.77, -0.74, 1.09, -0.81, -0.51, 0.75, 0.54, -0.69, -1.01, -0.98, 0.85, -0.74, -1.20, 0.32, 0.61, -0.32, 0.35, 0.39, 0.30, 0.37, 0.40, 0.48, 0.39, 0.52, 0.42, 0.40, 0.43, 0.49, 0.22

2.
DFT (the ωB97M-V functional and the def2-TZVPD basis) results for a single C23H30N2O7S molecule at a distorted geometry.

Structure (ORCA input):
```
! RIJCOSX wB97M-V def2-TZVPD def2/J DEFGRID3
* xyz 0 1
C -2.46543 5.35672 0.90066
O -3.16446 4.13585 0.82778
C -2.45954 2.99720 0.59026
C -3.20364 1.83220 0.42987
C -2.57113 0.63378 0.16467
C -1.19004 0.56701 0.04984
O -0.49291 -0.56798 -0.27583
C -1.20124 -1.77266 -0.42505
C -0.42679 1.72545 0.25276
N 0.97221 1.69174 0.21361
C 1.68465 2.70239 -0.54488
C 1.27669 2.66352 -2.02523
O 0.91757 3.65790 -2.62478
N 1.35410 1.43433 -2.54781
C 0.91399 1.09454 -3.88293
C 2.02828 0.34698 -4.64340
C 1.57711 -1.11869 -4.74086
C 0.45710 -1.24988 -3.70983
C -0.25007 0.09761 -3.80943
S 1.92031 0.36482 0.62565
O 2.16486 -0.49438 -0.50738
O 3.10414 0.92806 1.20986
C 1.02236 -0.48676 1.90717
C 0.33139 0.21053 2.87337
C -0.31642 -0.50764 3.86026
C -0.27619 -1.90141 3.90966
O -0.98021 -2.43470 4.93757
C -0.91949 -3.81049 5.25215
C 0.45124 -2.59962 2.91931
O 0.48357 -3.96552 2.96724
C 1.26766 -4.65517 2.02127
C 1.09480 -1.86594 1.93091
C -1.07420 2.92905 0.51550
H -3.22924 6.12463 1.01258
H -1.89189 5.54483 -0.01181
H -1.79638 5.38601 1.76689
H -4.27718 1.88482 0.50304
H -3.17255 -0.24961 0.02506
H -1.70232 -2.06061 0.50544
H -0.45020 -2.51745 -0.68185
H -1.93456 -1.71060 -1.23543
H 1.50306 3.70472 -0.14933
H 2.74802 2.47884 -0.43927
H 1.64543 0.66083 -1.95864
H 0.63203 2.03551 -4.36137
H 2.96066 0.43183 -4.08633
H 2.18751 0.77960 -5.62987
H 1.18325 -1.32458 -5.73773
H 2.39527 -1.81109 -4.55077
H -0.20372 -2.09113 -3.91776
H 0.87891 -1.37040 -2.71118
H -0.89999 0.30987 -2.96183
H -0.83988 0.14892 -4.72593
H 0.29972 1.28645 2.85637
H -0.87689 -0.00616 4.63262
H -1.51147 -3.91557 6.16100
H -1.35140 -4.42706 4.46219
H 0.10466 -4.13412 5.44582
H 2.31800 -4.35561 2.07450
H 0.89593 -4.50471 1.00344
H 1.17642 -5.70746 2.28669
H 1.65398 -2.34094 1.14302
H -0.47543 3.81138 0.65850
*
```

Values from the calculation:
* SMILES: COc1ccc(OC)c(N(CC(=O)NC2CCCC2)S(=O)(=O)c2ccc(OC)c(OC)c2)c1
* LUMO energy: 0.016 Ha
* orbital gap: 8.4 eV

In the Mulliken picture, each atom carries the following charge in e: -0.79, -0.49, 0.40, -0.97, -0.71, 0.35, 0.90, -1.57, -0.55, 0.06, -1.30, 0.90, -0.74, -0.01, -0.21, -0.91, -0.78, 0.01, -0.62, 1.55, -0.81, -0.88, -0.42, -0.21, -1.05, 0.47, -0.47, -0.74, 0.97, -0.48, -0.87, -0.61, 0.08, 0.24, 0.34, 0.29, 0.49, 0.55, 0.44, 0.24, 0.43, 0.34, 0.61, 0.27, 0.58, 0.30, 0.34, 0.32, 0.38, 0.54, -0.26, -0.06, 0.47, 0.57, 0.45, 0.30, 0.24, 0.28, 0.36, 0.28, 0.26, 0.60, 0.32

3.
DFT (the ωB97M-V functional and the def2-TZVPD basis) results for C27H46BeBrNOP2 as an isolated structure at a distorted geometry.

Structure (ORCA input):
```
! RIJCOSX wB97M-V def2-TZVPD def2/J DEFGRID3
* xyz 2 1
N 6.45926 -3.00198 0.07299
C 5.57213 -3.50504 0.92944
C 4.45837 -2.79023 1.40413
C 4.09157 -1.58227 0.72907
C 5.19383 -0.95135 0.06803
C 6.29235 -1.74619 -0.33557
C 2.67223 -1.29263 0.40136
Be 1.31857 -0.30185 0.24540
P -2.02857 0.13537 -0.96521
C 2.27643 -1.00159 -0.96083
C 1.14623 -1.46606 -1.78840
C 1.07970 -0.94831 -3.10526
C 0.45114 -1.55772 -4.19181
C -0.47940 -2.60107 -3.94412
C -0.53533 -3.04206 -2.60286
C 0.14454 -2.42300 -1.52722
Br -1.59754 -3.16226 -5.27199
H 1.87190 -1.63612 1.14473
H 3.14221 -0.65313 -1.54183
H 3.83889 -3.29343 2.14558
H 5.17330 0.09092 -0.26489
H 5.77042 -4.53604 1.22441
H 7.05502 -1.35053 -1.02240
H 1.60006 -0.00143 -3.25904
H -0.02666 -2.76632 -0.50339
H 0.49979 -1.09461 -5.18021
H -1.21252 -3.84477 -2.38020
P 0.70954 1.57847 1.05305
C -3.12152 -1.10839 -1.83231
C -3.77643 -0.87479 -3.20920
H -3.95992 -1.16504 -1.13562
H -2.62248 -2.08631 -1.78860
H -4.59364 -1.61853 -3.32606
H -4.26593 0.10829 -3.30630
H -3.07767 -0.97451 -4.05932
C -1.97598 1.44972 -2.27206
C -3.06844 2.50005 -2.32415
H -1.92464 0.86672 -3.19963
H -0.99720 1.91576 -2.10361
H -2.69424 3.37980 -2.84970
H -3.94420 2.15443 -2.88967
H -3.34842 2.86591 -1.33406
C -3.23992 1.00334 0.17010
C -4.72224 1.21233 -0.19040
H -2.75977 1.98478 0.30795
H -3.14944 0.48068 1.13765
H -5.11867 2.02670 0.43428
H -4.92032 1.55631 -1.21770
H -5.31910 0.31595 0.02446
C -0.61875 1.79520 2.30668
C -0.50684 3.14144 3.02346
H -0.55806 0.95398 3.01442
H -1.60871 1.68678 1.84021
H 0.30419 3.12575 3.76446
H -0.29879 3.96281 2.32454
H -1.44404 3.39097 3.54056
C 0.66297 3.06120 -0.01784
C 1.60025 2.98562 -1.21955
H 0.91899 3.91436 0.63480
H -0.38032 3.17737 -0.35489
H 2.65330 3.05564 -0.92949
H 1.48549 2.04967 -1.77736
H 1.38782 3.81420 -1.90531
C 2.26880 1.96379 1.95642
C 2.56153 0.85563 2.97951
H 2.11208 2.94197 2.43817
H 3.12327 2.10527 1.25602
H 3.65351 0.70914 2.97818
H 2.23115 1.12363 3.99659
H 2.06320 -0.11225 2.76195
C -2.39958 -2.16552 3.64513
C -0.93471 -1.75751 3.83596
O -0.19222 -1.49953 2.61926
H -2.97677 -1.29629 3.27885
H -2.77117 -2.45802 4.64145
H -2.50674 -3.01493 2.94930
H -0.88229 -0.83873 4.43362
H -0.38963 -2.50771 4.41917
H -0.89522 -1.41186 1.95670
*
```

Values from the calculation:
* LUMO energy (alpha / beta): -0.311 / -0.311 Ha
* orbital gap (alpha / beta): 5.5 / 5.5 eV

In the Mulliken picture, each atom carries the following charge in e: -0.49, -0.35, -0.60, 1.31, -0.27, -0.45, -0.33, -0.95, 1.19, 0.24, -0.81, -0.30, -0.91, 0.30, -0.82, 0.19, 0.05, 0.21, 1.04, 0.43, 0.54, 0.39, 0.36, 0.34, 0.40, 0.43, 0.51, 1.28, -1.01, -1.35, 0.64, 0.64, 0.39, 0.25, 0.19, -0.53, -1.80, 0.69, 0.24, 0.46, 0.23, 0.37, -0.98, -1.58, 0.46, 0.42, 0.42, 0.23, 0.42, 0.94, -1.44, -0.18, -0.27, 0.31, 0.36, 0.44, -0.74, -1.21, 0.70, 0.52, 0.38, 0.13, 0.43, -0.90, -0.98, 0.70, 0.41, 0.34, 0.29, 0.11, -1.11, -0.39, -0.26, 0.26, 0.40, 0.31, 0.31, 0.38, 0.06